{
  "formula": "C42H102O36P6",
  "method": "wB97M-V/def2-TZVPD",
  "energy_ev": -174657.967,
  "e_homo_ev": -10.146,
  "de_lowest_kj_mol": 905.3,
  "e_lumo_ev": 0.19,
  "smiles": "COP(=O)(OC)OC.COP(=O)(OC)OC.COP(=O)(OC)OC.COP(=O)(OC)OC.COP(=O)(OC)OC.COP(=O)(OC)OC.CCOC(C)=O.CCOC(C)=O.CCOC(C)=O.CCOC(C)=O.CCOC(C)=O.CCOC(C)=O",
  "homo_lumo_gap_ev": 10.338,
  "total_charge": 0,
  "species": ["C", "O", "P", "O", "O", "C", "O", "C", "H", "H", "H", "H", "H", "H", "H", "H", "H", "C", "O", "P", "O", "O", "C", "O", "C", "H", "H", "H", "H", "H", "H", "H", "H", "H", "C", "O", "P", "O", "O", "C", "O", "C", "H", "H", "H", "H", "H", "H", "H", "H", "H", "C", "O", "P", "O", "O", "C", "O", "C", "H", "H", "H", "H", "H", "H", "H", "H", "H", "C", "O", "P", "O", "O", "C", "O", "C", "H", "H", "H", "H", "H", "H", "H", "H", "H", "C", "O", "P", "O", "O", "C", "O", "C", "H", "H", "H", "H", "H", "H", "H", "H", "H", "C", "C", "O", "C", "C", "O", "H", "H", "H", "H", "H", "H", "H", "H", "C", "C", "O", "C", "C", "O", "H", "H", "H", "H", "H", "H", "H", "H", "C", "C", "O", "C", "C", "O", "H", "H", "H", "H", "H", "H", "H", "H", "C", "C", "O", "C", "C", "O", "H", "H", "H", "H", "H", "H", "H", "H", "C", "C", "O", "C", "C", "O", "H", "H", "H", "H", "H", "H", "H", "H", "C", "C", "O", "C", "C", "O", "H", "H", "H", "H", "H", "H", "H", "H"],
  "positions_angstrom": [[12.00, 5.70, 2.72], [10.96, 6.39, 2.10], [9.64, 6.86, 2.94], [9.77, 7.45, 4.25], [9.02, 7.90, 1.87], [8.03, 8.83, 2.34], [8.58, 5.61, 2.87], [8.66, 4.64, 3.95], [11.74, 5.48, 3.75], [12.86, 6.36, 2.79], [12.29, 4.75, 2.27], [7.90, 8.93, 3.41], [7.05, 8.69, 1.88], [8.37, 9.84, 2.11], [7.72, 4.50, 4.48], [9.38, 5.04, 4.67], [9.03, 3.68, 3.61], [0.47, 1.57, -7.28], [-0.26, 0.93, -8.31], [0.12, 1.39, -9.90], [-0.91, 1.04, -10.90], [1.57, 0.67, -10.28], [1.61, -0.61, -10.86], [0.52, 2.99, -9.80], [0.72, 3.62, -10.99], [0.40, 2.66, -7.30], [1.53, 1.36, -7.32], [0.15, 1.18, -6.31], [2.17, -1.33, -10.26], [1.99, -0.67, -11.88], [0.60, -1.03, -10.88], [1.09, 4.60, -10.69], [-0.21, 3.73, -11.56], [1.47, 3.19, -11.65], [-7.28, -9.39, 4.00], [-6.53, -8.52, 4.94], [-6.95, -6.96, 5.07], [-8.36, -6.63, 4.99], [-5.98, -6.30, 3.94], [-6.23, -4.93, 3.48], [-6.21, -6.64, 6.53], [-6.73, -6.96, 7.77], [-6.59, -9.45, 3.16], [-8.25, -8.95, 3.77], [-7.40, -10.39, 4.42], [-5.31, -4.38, 3.66], [-7.02, -4.41, 4.02], [-6.43, -4.98, 2.41], [-6.70, -6.10, 8.45], [-6.29, -7.80, 8.30], [-7.73, -7.40, 7.78], [-11.34, -4.97, -1.36], [-11.10, -4.98, -2.74], [-10.80, -3.72, -3.63], [-11.95, -2.81, -3.82], [-9.56, -2.89, -2.97], [-9.17, -1.61, -3.40], [-10.35, -4.31, -5.10], [-11.35, -5.14, -5.77], [-11.04, -4.01, -0.92], [-10.65, -5.59, -0.78], [-12.38, -5.15, -1.06], [-8.94, -0.89, -2.62], [-9.89, -1.06, -4.01], [-8.24, -1.75, -3.94], [-12.28, -5.27, -5.22], [-11.05, -6.13, -6.10], [-11.79, -4.66, -6.65], [-3.46, -4.03, -6.23], [-3.42, -4.93, -5.08], [-2.15, -4.92, -4.03], [-2.03, -3.74, -3.11], [-2.33, -6.32, -3.26], [-1.59, -6.47, -2.07], [-0.82, -5.18, -5.00], [0.53, -5.12, -4.54], [-4.52, -3.87, -6.43], [-2.97, -4.46, -7.10], [-3.23, -2.98, -6.06], [-0.80, -7.19, -2.26], [-2.39, -6.99, -1.54], [-1.17, -5.54, -1.68], [0.67, -4.22, -3.94], [1.10, -5.04, -5.47], [0.91, -5.99, -4.01], [-1.91, 9.92, -0.02], [-1.69, 8.71, 0.71], [-0.24, 8.40, 1.28], [0.64, 9.57, 1.26], [-0.47, 7.70, 2.77], [0.70, 7.21, 3.48], [0.40, 7.25, 0.32], [0.51, 7.59, -0.98], [-1.53, 10.87, 0.35], [-2.92, 10.13, -0.38], [-1.45, 9.78, -1.00], [1.59, 7.83, 3.47], [1.02, 6.23, 3.14], [0.54, 7.12, 4.55], [1.02, 8.55, -1.01], [-0.51, 7.59, -1.38], [1.10, 6.82, -1.48], [-8.45, 6.79, -1.15], [-8.32, 6.61, -2.69], [-8.80, 7.67, -3.50], [-8.62, 7.63, -4.85], [-9.11, 8.90, -5.40], [-8.08, 6.73, -5.53], [-7.83, 7.64, -0.87], [-8.00, 5.94, -0.64], [-9.45, 7.07, -0.81], [-7.26, 6.39, -2.86], [-8.83, 5.75, -3.13], [-9.31, 9.56, -4.56], [-10.03, 8.80, -5.97], [-8.26, 9.40, -5.87], [2.19, 1.52, 0.54], [0.91, 1.01, 1.24], [-0.22, 1.62, 0.61], [-1.43, 1.57, 1.06], [-2.39, 2.06, 0.09], [-1.70, 1.23, 2.19], [2.41, 2.56, 0.77], [2.13, 1.41, -0.54], [2.92, 0.82, 0.95], [0.76, -0.07, 1.19], [0.93, 1.25, 2.31], [-3.35, 1.88, 0.56], [-2.31, 1.26, -0.65], [-2.24, 3.05, -0.36], [9.19, -5.91, -3.28], [9.19, -6.74, -2.00], [9.02, -5.91, -0.88], [8.88, -6.48, 0.31], [8.70, -5.42, 1.38], [9.05, -7.68, 0.54], [9.70, -4.97, -3.06], [8.19, -5.62, -3.60], [9.63, -6.49, -4.08], [8.41, -7.51, -1.98], [10.07, -7.37, -1.85], [8.00, -4.65, 1.06], [9.70, -5.01, 1.47], [8.45, -6.00, 2.27], [-1.52, 3.31, 14.17], [-1.30, 3.07, 12.69], [-2.50, 2.72, 12.05], [-2.58, 2.70, 10.70], [-3.97, 2.49, 10.12], [-1.57, 2.81, 10.00], [-1.45, 4.38, 14.36], [-0.93, 2.74, 14.89], [-2.58, 3.15, 14.34], [-1.10, 4.09, 12.36], [-0.46, 2.41, 12.48], [-4.11, 2.55, 9.04], [-4.67, 3.29, 10.37], [-4.31, 1.51, 10.45], [9.51, 1.30, -2.92], [10.72, 0.94, -1.97], [11.56, 0.15, -2.62], [12.42, -0.60, -2.22], [12.99, -1.57, -3.28], [12.75, -0.66, -0.99], [9.00, 0.40, -3.26], [9.83, 1.75, -3.86], [8.85, 1.93, -2.31], [11.34, 1.79, -1.65], [10.24, 0.50, -1.09], [12.67, -1.45, -4.31], [12.87, -2.64, -3.12], [14.08, -1.66, -3.22], [0.43, -4.62, 5.66], [1.02, -5.16, 4.40], [1.54, -6.41, 4.73], [2.27, -6.98, 3.83], [2.80, -8.26, 4.41], [2.50, -6.63, 2.67], [1.24, -4.67, 6.39], [-0.46, -5.11, 6.08], [0.31, -3.54, 5.60], [0.15, -5.21, 3.74], [1.77, -4.53, 3.93], [3.79, -8.16, 3.99], [2.51, -9.15, 3.84], [2.58, -8.37, 5.47]]
}

{
  "formula": "C42H104N8O2",
  "method": "wB97M-V/def2-TZVPD",
  "energy_ev": -61252.787,
  "e_homo_ev": -7.840,
  "de_lowest_kj_mol": 347.9,
  "e_lumo_ev": 0.62,
  "smiles": "CCN(CC)CC.CCN(CC)CC.CCN(CC)CC.CCN(CC)CC.CCN(CC)CC.CCN(CC)CC.CN(C)C=O.CN(C)C=O",
  "homo_lumo_gap_ev": 8.456,
  "total_charge": 0,
  "species": ["C", "C", "N", "C", "C", "C", "C", "H", "H", "H", "H", "H", "H", "H", "H", "H", "H", "H", "H", "H", "H", "H", "C", "C", "N", "C", "C", "C", "C", "H", "H", "H", "H", "H", "H", "H", "H", "H", "H", "H", "H", "H", "H", "H", "C", "C", "N", "C", "C", "C", "C", "H", "H", "H", "H", "H", "H", "H", "H", "H", "H", "H", "H", "H", "H", "H", "C", "C", "N", "C", "C", "C", "C", "H", "H", "H", "H", "H", "H", "H", "H", "H", "H", "H", "H", "H", "H", "H", "C", "C", "N", "C", "C", "C", "C", "H", "H", "H", "H", "H", "H", "H", "H", "H", "H", "H", "H", "H", "H", "H", "C", "C", "N", "C", "C", "C", "C", "H", "H", "H", "H", "H", "H", "H", "H", "H", "H", "H", "H", "H", "H", "H", "C", "N", "C", "C", "O", "H", "H", "H", "H", "H", "H", "H", "C", "N", "C", "C", "O", "H", "H", "H", "H", "H", "H", "H"],
  "positions_angstrom": [[3.88, 1.98, 8.60], [4.38, 2.39, 7.18], [4.20, 1.34, 6.19], [2.81, 0.90, 6.09], [2.60, -0.26, 5.12], [4.59, 1.80, 4.83], [6.03, 2.21, 4.70], [2.86, 2.35, 8.70], [4.47, 2.45, 9.39], [3.80, 0.90, 8.71], [3.91, 3.34, 6.89], [5.44, 2.60, 7.28], [2.44, 0.55, 7.05], [2.13, 1.71, 5.83], [2.37, 0.24, 4.18], [3.38, -0.98, 4.87], [1.66, -0.74, 5.41], [3.95, 2.63, 4.51], [4.37, 1.05, 4.07], [6.39, 2.25, 3.67], [6.59, 1.43, 5.23], [6.19, 3.13, 5.25], [-7.49, 3.36, -2.02], [-6.11, 3.80, -1.34], [-5.32, 2.66, -0.76], [-4.28, 3.04, 0.20], [-3.98, 1.95, 1.22], [-4.86, 1.74, -1.82], [-4.04, 2.39, -2.94], [-7.90, 4.32, -2.34], [-8.14, 2.85, -1.32], [-7.34, 2.75, -2.91], [-5.49, 4.41, -2.00], [-6.36, 4.47, -0.51], [-3.33, 3.27, -0.28], [-4.60, 3.85, 0.86], [-3.44, 2.31, 2.09], [-4.94, 1.61, 1.62], [-3.39, 1.13, 0.81], [-5.73, 1.24, -2.25], [-4.34, 0.92, -1.34], [-4.62, 3.02, -3.61], [-3.55, 1.61, -3.52], [-3.24, 3.01, -2.53], [-2.38, -4.19, 2.19], [-1.54, -4.63, 1.00], [-1.90, -5.87, 0.37], [-1.95, -6.91, 1.38], [-0.64, -7.36, 2.04], [-0.96, -6.22, -0.63], [-1.20, -5.38, -1.89], [-2.14, -3.14, 2.37], [-2.06, -4.83, 3.01], [-3.43, -4.23, 1.91], [-1.56, -3.87, 0.22], [-0.52, -4.64, 1.38], [-2.71, -6.70, 2.14], [-2.42, -7.79, 0.94], [0.15, -7.86, 1.49], [0.00, -6.58, 2.43], [-0.96, -7.92, 2.93], [-0.99, -7.25, -0.98], [0.03, -5.96, -0.25], [-2.23, -5.52, -2.22], [-0.65, -5.82, -2.72], [-0.95, -4.32, -1.80], [-0.26, 1.23, 1.75], [-0.06, -0.23, 1.31], [0.18, -0.32, -0.16], [0.66, -1.66, -0.58], [2.13, -1.97, -0.12], [-1.06, -0.13, -0.97], [-0.73, 0.41, -2.39], [-1.17, 1.69, 1.37], [0.56, 1.89, 1.45], [-0.29, 1.28, 2.84], [0.77, -0.65, 1.87], [-0.94, -0.81, 1.61], [0.68, -1.79, -1.66], [-0.04, -2.36, -0.12], [2.89, -1.34, -0.58], [2.37, -2.95, -0.54], [2.33, -2.04, 0.95], [-1.57, -1.10, -1.00], [-1.69, 0.60, -0.46], [-0.27, 1.39, -2.22], [-0.09, -0.25, -2.97], [-1.60, 0.61, -3.02], [0.73, 4.82, -0.97], [-0.64, 4.21, -0.78], [-1.65, 5.13, -0.16], [-1.20, 5.80, 1.11], [-0.76, 4.71, 2.18], [-2.39, 6.01, -1.05], [-3.70, 6.59, -0.45], [1.36, 4.26, -1.66], [1.23, 4.89, -0.01], [0.70, 5.86, -1.29], [-0.93, 4.04, -1.81], [-0.68, 3.21, -0.34], [-0.41, 6.56, 1.02], [-2.01, 6.40, 1.52], [-1.42, 3.86, 2.03], [0.28, 4.43, 2.03], [-0.85, 5.06, 3.21], [-2.64, 5.49, -1.97], [-1.69, 6.82, -1.26], [-4.40, 5.90, 0.04], [-4.23, 7.05, -1.28], [-3.44, 7.31, 0.32], [5.76, -3.10, -1.01], [4.89, -3.66, -2.12], [4.23, -2.60, -2.86], [3.16, -3.19, -3.69], [2.17, -2.14, -4.22], [5.06, -1.61, -3.50], [5.94, -2.13, -4.63], [6.11, -3.88, -0.34], [5.16, -2.34, -0.52], [6.73, -2.72, -1.32], [5.51, -4.25, -2.81], [4.14, -4.29, -1.64], [3.58, -3.79, -4.50], [2.59, -3.81, -3.00], [2.04, -1.37, -3.45], [2.48, -1.53, -5.07], [1.14, -2.47, -4.34], [5.65, -1.12, -2.73], [4.41, -0.80, -3.82], [6.58, -1.31, -4.96], [5.36, -2.47, -5.47], [6.51, -3.02, -4.36], [-4.34, -4.66, -4.17], [-4.83, -3.50, -3.42], [-6.27, -3.41, -3.42], [-4.04, -2.58, -2.82], [-2.85, -2.62, -3.03], [-4.60, -4.54, -5.22], [-4.87, -5.55, -3.81], [-3.28, -4.89, -4.05], [-6.62, -2.94, -4.34], [-6.73, -4.38, -3.24], [-6.63, -2.83, -2.57], [-4.63, -1.86, -2.24], [3.10, 1.75, 0.56], [3.38, 2.04, -0.83], [4.46, 3.00, -1.19], [2.69, 1.41, -1.75], [2.77, 1.66, -2.96], [2.72, 2.68, 0.98], [4.05, 1.53, 1.04], [2.46, 0.90, 0.78], [5.40, 2.49, -0.97], [4.24, 3.23, -2.23], [4.30, 3.93, -0.65], [1.93, 0.78, -1.26]]
}

{
  "formula": "C42H105N7",
  "method": "wB97M-V/def2-TZVPD",
  "energy_ev": -55682.294,
  "e_homo_ev": -7.981,
  "de_lowest_kj_mol": 313.5,
  "e_lumo_ev": 0.69,
  "smiles": "CCN(CC)CC.CCN(CC)CC.CCN(CC)CC.CCN(CC)CC.CCN(CC)CC.CCN(CC)CC.CCN(CC)CC",
  "homo_lumo_gap_ev": 8.670,
  "total_charge": 0,
  "species": ["C", "C", "N", "C", "C", "C", "C", "H", "H", "H", "H", "H", "H", "H", "H", "H", "H", "H", "H", "H", "H", "H", "C", "C", "N", "C", "C", "C", "C", "H", "H", "H", "H", "H", "H", "H", "H", "H", "H", "H", "H", "H", "H", "H", "C", "C", "N", "C", "C", "C", "C", "H", "H", "H", "H", "H", "H", "H", "H", "H", "H", "H", "H", "H", "H", "H", "C", "C", "N", "C", "C", "C", "C", "H", "H", "H", "H", "H", "H", "H", "H", "H", "H", "H", "H", "H", "H", "H", "C", "C", "N", "C", "C", "C", "C", "H", "H", "H", "H", "H", "H", "H", "H", "H", "H", "H", "H", "H", "H", "H", "C", "C", "N", "C", "C", "C", "C", "H", "H", "H", "H", "H", "H", "H", "H", "H", "H", "H", "H", "H", "H", "H", "C", "C", "N", "C", "C", "C", "C", "H", "H", "H", "H", "H", "H", "H", "H", "H", "H", "H", "H", "H", "H", "H"],
  "positions_angstrom": [[28.52, -15.11, -1.29], [27.97, -16.60, -1.45], [27.11, -16.81, -2.62], [25.90, -15.95, -2.45], [24.88, -16.26, -1.33], [26.78, -18.23, -2.70], [25.74, -18.60, -3.74], [27.63, -14.58, -0.94], [28.92, -14.64, -2.19], [29.39, -15.08, -0.64], [28.73, -17.38, -1.41], [27.46, -16.85, -0.52], [26.20, -14.91, -2.55], [25.28, -16.05, -3.34], [24.15, -15.44, -1.29], [24.33, -17.20, -1.41], [25.32, -16.23, -0.34], [26.35, -18.64, -1.79], [27.67, -18.84, -2.85], [25.57, -19.67, -3.78], [25.96, -18.33, -4.78], [24.79, -18.09, -3.58], [14.43, -15.62, -1.24], [15.95, -15.94, -0.84], [16.57, -16.99, -1.63], [15.88, -18.26, -1.26], [16.17, -19.43, -2.22], [18.05, -16.95, -1.59], [18.63, -15.76, -2.23], [13.94, -14.76, -0.79], [13.74, -16.45, -1.08], [14.44, -15.51, -2.32], [16.53, -15.03, -0.96], [15.93, -16.07, 0.24], [15.99, -18.50, -0.20], [14.80, -18.18, -1.39], [17.10, -19.88, -1.87], [15.44, -20.24, -2.14], [16.24, -19.05, -3.24], [18.45, -17.82, -2.11], [18.17, -17.08, -0.51], [18.09, -15.60, -3.16], [19.69, -15.91, -2.47], [18.45, -14.82, -1.71], [19.33, -10.86, 2.20], [19.89, -12.16, 2.70], [20.09, -13.16, 1.64], [20.03, -14.51, 2.11], [21.16, -14.90, 3.14], [21.23, -12.87, 0.77], [21.31, -13.72, -0.54], [18.47, -10.99, 1.54], [20.11, -10.29, 1.68], [18.98, -10.19, 2.99], [20.88, -12.10, 3.15], [19.32, -12.46, 3.58], [19.03, -14.60, 2.53], [20.12, -15.14, 1.22], [20.87, -15.86, 3.55], [22.19, -14.90, 2.77], [21.18, -14.40, 4.11], [22.13, -13.06, 1.36], [21.38, -11.82, 0.51], [22.09, -13.27, -1.16], [20.40, -13.60, -1.13], [21.56, -14.76, -0.32], [21.61, -20.33, -9.55], [22.75, -19.73, -8.68], [22.31, -19.08, -7.45], [21.61, -20.04, -6.57], [20.51, -19.26, -5.86], [23.43, -18.55, -6.75], [23.79, -17.11, -7.15], [21.22, -21.27, -9.16], [21.97, -20.62, -10.54], [20.78, -19.63, -9.61], [23.58, -20.40, -8.47], [23.14, -18.92, -9.28], [22.36, -20.51, -5.92], [21.14, -20.90, -7.05], [19.93, -19.94, -5.24], [19.96, -18.80, -6.68], [20.92, -18.51, -5.18], [23.32, -18.48, -5.67], [24.34, -19.12, -6.93], [24.35, -16.77, -6.28], [24.37, -17.09, -8.08], [22.96, -16.45, -7.41], [24.39, -26.22, -7.77], [23.39, -25.22, -7.13], [24.02, -24.21, -6.32], [24.68, -24.69, -5.08], [23.74, -25.31, -4.04], [24.78, -23.35, -7.22], [25.27, -22.11, -6.60], [24.89, -26.97, -7.15], [25.11, -25.66, -8.37], [23.76, -26.87, -8.38], [22.94, -24.72, -7.98], [22.66, -25.75, -6.53], [25.46, -25.40, -5.33], [25.20, -23.84, -4.63], [22.92, -24.75, -3.61], [23.40, -26.21, -4.55], [24.26, -25.73, -3.17], [24.23, -23.13, -8.13], [25.61, -23.94, -7.61], [24.44, -21.48, -6.29], [25.86, -21.53, -7.31], [25.97, -22.22, -5.77], [19.96, -23.86, 1.00], [19.54, -24.92, -0.03], [18.80, -24.41, -1.20], [17.43, -24.01, -0.92], [16.55, -25.16, -0.38], [19.63, -23.43, -1.89], [19.16, -23.09, -3.35], [20.53, -24.34, 1.80], [19.12, -23.46, 1.56], [20.56, -23.05, 0.59], [20.47, -25.28, -0.46], [18.87, -25.68, 0.37], [17.57, -23.24, -0.15], [17.08, -23.35, -1.72], [15.55, -24.74, -0.31], [16.69, -25.89, -1.18], [16.82, -25.45, 0.63], [20.67, -23.75, -1.86], [19.59, -22.54, -1.26], [18.17, -22.67, -3.50], [19.33, -24.01, -3.91], [19.98, -22.51, -3.78], [25.15, -20.52, -0.12], [23.81, -21.16, -0.45], [22.97, -20.15, -1.14], [22.37, -19.26, -0.15], [21.48, -18.15, -0.82], [22.05, -20.91, -1.98], [22.70, -21.41, -3.19], [25.87, -20.68, -0.93], [25.62, -21.04, 0.72], [25.13, -19.48, 0.19], [24.00, -22.04, -1.05], [23.26, -21.49, 0.43], [21.79, -19.81, 0.58], [23.18, -18.81, 0.41], [21.25, -17.36, -0.10], [21.97, -17.62, -1.64], [20.55, -18.63, -1.13], [21.20, -20.29, -2.28], [21.63, -21.76, -1.44], [23.28, -22.32, -3.08], [23.36, -20.67, -3.66], [21.90, -21.58, -3.90]]
}